A cluster of 10 separate species, C48H94F10N11O20S10 in total. Source: OMol25; level of theory: wB97M-V/def2-TZVPD.

Each line ends with the Löwdin charge.
Cartesian coordinates (Å):
S -9.9948 5.1143 -16.4706  0.539
S -20.1047 1.7597 -13.0322  0.679
S -9.8268 3.4707 -5.3325  0.588
S -10.3925 1.1694 -5.0286  0.382
S -7.7367 10.9786 -3.3241  0.468
S -16.8674 11.5912 -7.8514  0.602
S -20.7438 2.9081 -15.1629  0.338
S -15.4998 13.4194 -8.5069  0.408
S -9.4427 11.0004 -4.9844  0.598
S -8.4223 6.8183 -16.1588  0.412
F -7.8371 11.4795 -1.7262  -0.275
F -18.3941 11.4641 -7.3293  -0.244
F -7.4304 7.1840 -14.9205  -0.238
F -9.4325 4.3561 -6.6192  -0.223
F -9.7262 3.4677 -16.7085  -0.296
F -10.6808 -0.1226 -5.9352  -0.248
F -10.6425 12.0087 -5.4450  -0.229
F -15.6696 14.7106 -9.4136  -0.220
F -20.0936 3.0191 -12.0329  -0.241
F -19.9067 3.5217 -16.3885  -0.246
O -21.5685 1.5093 -12.8827  -0.305
O -14.6606 12.5857 -9.3747  -0.344
O -21.7145 3.9473 -14.9366  -0.280
O -10.9797 4.2468 -4.7826  -0.327
O -11.6558 1.1827 -4.3625  -0.289
O -14.9642 13.9278 -7.2458  -0.295
O -21.1084 1.6330 -15.7221  -0.327
O -10.0942 9.6639 -5.0910  -0.332
O -16.8949 10.2833 -8.5145  -0.336
O -8.4382 11.4121 -5.9849  -0.327
O -7.6607 9.5655 -3.1895  -0.283
O -8.6191 3.4010 -4.5088  -0.283
O -10.2622 5.4756 -17.8657  -0.291
O -19.0688 0.8160 -12.5955  -0.329
O -6.5298 11.6733 -3.8701  -0.321
O -7.5908 7.1316 -17.2996  -0.283
O -9.4816 7.7226 -15.8269  -0.292
O -16.2885 11.6429 -6.5065  -0.323
O -9.2096 0.7537 -4.2908  -0.299
O -11.0817 5.0781 -15.5873  -0.284
N -16.9870 13.1087 -8.7089  -0.251
N -14.9193 8.4848 -0.9027  -0.224
N -19.6118 2.9511 -14.2531  -0.294
N -9.1029 11.5560 -3.4798  -0.301
N -8.3955 -0.0015 -12.2544  -0.057
N -9.7080 14.1831 -13.4956  -0.221
N -8.5021 5.3375 -15.7749  -0.270
N -10.1389 2.0818 -6.1870  -0.304
N -16.0523 0.1286 -18.6594  -0.214
N -7.7290 -6.8333 -14.1039  -0.102
N -14.7197 5.4728 -10.5326  -0.199
C -9.0262 15.3591 -14.1206  -0.113
C -9.9036 16.6350 -13.9604  -0.180
C -8.1496 -2.7168 -12.9449  -0.136
C -10.1206 16.9419 -12.5215  -0.208
C -16.3598 1.4615 -19.4326  -0.078
C -17.1588 -1.5288 -16.4831  -0.136
C -8.6794 13.0412 -13.5395  0.030
C -8.8565 -6.3967 -13.5775  0.040
C -8.5485 1.4504 -11.9168  0.060
C -7.9555 -4.1038 -13.4539  -0.148
C -7.8668 -0.3230 -13.4840  0.081
C -15.8594 -0.7278 -16.2600  -0.152
C -13.9737 7.3438 -1.3713  -0.085
C -8.7368 -2.3404 -11.7243  0.060
C -7.5476 -8.2110 -14.4819  0.021
C -13.2415 6.0237 -10.3021  -0.074
C -13.9919 2.9167 -10.3297  -0.193
C -14.9739 11.1508 -1.0446  -0.233
C -10.8336 15.7906 -11.8049  -0.138
C -16.9208 7.0046 -1.6368  -0.166
C -6.7969 -4.5861 -14.0220  0.063
C -14.7151 2.8093 -8.9846  -0.157
C -15.8971 5.9863 -2.2210  -0.163
C -14.6645 5.9418 -1.2323  -0.131
C -15.4152 5.2016 -9.2111  -0.139
C -12.6832 12.1004 -14.8648  -0.095
C -15.5601 6.2695 -11.5437  0.045
C -14.1628 9.8220 -1.3821  -0.072
C -11.0813 13.9911 -14.3634  -0.060
C -11.7047 7.7424 -9.6253  -0.112
C -17.2681 -0.8883 -18.9585  -0.081
C -8.8703 -0.9861 -11.4140  0.052
C -14.6954 4.2125 -8.3440  -0.152
C -14.4097 12.1838 -2.0179  -0.079
C -15.2196 2.5568 -19.2212  -0.200
C -15.0314 8.5749 0.6705  0.053
C -17.2753 -2.0255 -17.9802  -0.167
C -15.4100 3.5959 -20.3849  -0.081
C -16.3244 8.4420 -1.5584  -0.089
C -14.8076 -0.5684 -19.2587  0.034
C -10.0752 14.4326 -11.9951  -0.064
C -15.8811 0.5208 -17.1880  -0.118
C -6.7191 -5.9446 -14.4275  0.076
C -13.1624 7.4839 -9.7088  -0.206
C -11.9259 12.8570 -13.7843  -0.236
C -9.0114 -5.0008 -13.3997  0.066
C -14.6205 4.0112 -11.1599  -0.112
C -7.7778 -1.7065 -13.8085  0.046
H -13.7200 7.4856 -8.7723  0.110
H -16.6093 1.2616 -16.8580  0.143
H -15.2159 2.9681 -18.2118  0.101
H -18.1743 -2.6222 -18.1352  0.124
H -14.0840 9.7980 -2.4689  0.118
H -10.8787 16.1824 -10.7887  0.129
H -11.5803 12.2162 -12.9731  0.113
H -13.7637 4.6114 -7.9428  0.129
H -9.1599 14.5891 -11.4242  0.136
H -17.0612 9.1241 -1.1343  0.126
H -15.0436 3.2688 -21.3579  0.077
H -16.5281 -2.8090 -18.1066  0.106
H -13.4083 12.6762 -15.4401  0.081
H -7.9779 -8.2623 -15.4821  0.126
H -15.0249 6.1278 -12.4826  0.104
H -5.8197 -6.3939 -14.8222  0.150
H -16.4275 3.9859 -20.4110  0.081
H -16.5539 5.8283 -11.6197  0.109
H -17.3705 6.6428 -0.7121  0.109
H -13.1898 9.7688 -0.8935  0.136
H -16.0236 10.9890 -1.2896  0.094
H -8.6671 12.5465 -14.5108  0.114
H -15.6424 7.3238 -11.2796  0.107
H -11.8528 15.6885 -12.1776  0.114
H -9.0390 12.3150 -12.8105  0.098
H -14.9727 -1.2157 -16.6647  0.090
H -8.7135 15.1033 -15.1330  0.138
H -17.4642 -1.1127 -20.0070  0.137
H -14.0576 8.4215 1.1355  0.103
H -7.7097 13.3024 -13.1157  0.112
H -11.6794 14.8797 -14.5652  0.120
H -17.7953 6.9984 -2.2875  0.114
H -13.9528 4.1728 -12.0061  0.119
H -14.9331 -0.5277 -20.3407  0.110
H -15.5663 6.2588 -3.2233  0.115
H -14.9115 11.5232 -0.0221  0.104
H -9.9530 -4.5566 -13.1127  0.137
H -10.8491 16.6547 -14.5024  0.108
H -12.6631 13.4011 -13.1938  0.112
H -8.2161 -8.8810 -13.9412  0.114
H -11.0762 7.0400 -9.0778  0.089
H -14.5183 11.6576 -2.9662  0.083
H -17.3186 -2.2715 -15.7015  0.120
H -7.2786 -1.9361 -14.7383  0.131
H -12.7391 6.0634 -11.2686  0.127
H -7.5629 1.9159 -11.9145  0.121
H -6.5405 -8.6154 -14.3811  0.123
H -7.6545 0.5303 -14.1111  0.159
H -10.7206 13.7634 -15.3665  0.125
H -15.0000 1.1472 -17.0485  0.122
H -8.1447 15.4162 -13.4821  0.128
H -16.2836 1.1034 -20.4593  0.121
H -15.5422 6.1434 -8.6774  0.132
H -16.0591 8.7443 -2.5715  0.134
H -9.6156 -7.1529 -13.4425  0.158
H -16.4833 5.0247 -9.3379  0.145
H -14.1877 2.2058 -19.2092  0.095
H -5.9635 -3.9079 -14.1313  0.140
H -14.1808 2.0469 -8.4177  0.120
H -15.6729 -0.4332 -15.2273  0.123
H -12.0604 11.5372 -15.5598  0.081
H -15.6963 7.7597 0.9561  0.094
H -9.1609 17.1460 -12.0466  0.124
H -14.7814 4.4643 -20.1877  0.077
H -15.0692 13.0506 -1.9759  0.085
H -16.4152 5.0276 -2.2423  0.108
H -9.4544 17.5019 -14.4450  0.122
H -17.3310 1.8190 -19.0904  0.141
H -13.6570 7.5560 -2.3925  0.138
H -9.0329 1.3497 -10.9455  0.105
H -13.7228 8.2451 -10.2517  0.115
H -15.7024 2.4412 -9.2635  0.124
H -15.5836 3.7220 -11.5804  0.136
H -13.3904 11.4005 -14.4197  0.080
H -13.4188 12.4708 -1.6658  0.093
H -12.6789 5.3065 -9.7045  0.112
H -9.4304 -0.8126 -10.5070  0.157
H -11.3616 8.6621 -9.1515  0.091
H -12.9455 3.2159 -10.2689  0.106
H -13.1782 7.3873 -0.6275  0.125
H -10.7439 17.8317 -12.4328  0.126
H -9.1213 -3.1116 -11.0733  0.139
H -9.1301 2.1003 -12.5706  0.119
H -11.2596 7.9366 -10.6011  0.083
H -14.6584 -1.4692 -18.6634  0.091
H -14.0405 1.9522 -10.8351  0.119
H -10.6376 13.5975 -11.5774  0.126
H -13.9449 0.0883 -19.1464  0.091
H -15.4003 9.5718 0.9118  0.088
H -13.9718 5.1874 -1.6053  0.117
H -15.3365 4.0916 -7.4708  0.126
H -18.1617 -0.2705 -18.8686  0.131
H -14.8639 5.7055 -0.1871  0.109
H -17.9011 -0.7307 -16.4801  0.115

Output
HOMO-LUMO gap, Eh: 0.076
Net charge: +1
HOMO level, Eh: -0.3201